Density functional theory data (ωB97M-V/def2-TZVPD) for the molecule H3NO in a non-equilibrium geometry.

Last column: Löwdin charge in e.
Geometry (Å):
1 N -0.696 -0.002 -0.115  -0.05
2 O 0.741 -0.012 -0.101  -0.15
3 H -1.042 -0.790 0.436  0.07
4 H -0.999 0.830 0.334  0.05
5 H 0.984 0.067 0.843  0.08

Results
**Orbital gap**: 11.09 eV
**Lowest unoccupied orbital energy**: 0.03452 Ha

Density functional theory data (ωB97M-V/def2-TZVPD) for a cluster of 2 separate species, H3NO2S in total in a non-equilibrium geometry.

Last column: Löwdin charge in e.
Geometry (Å):
1 N 1.068 0.074 0.393  0.02
2 O -1.692 -0.908 -0.093  -0.37
3 O -0.170 0.722 -0.861  -0.58
4 S -1.517 0.691 -0.208  0.89
5 H 1.276 0.896 0.880  -0.02
6 H 1.871 -0.351 -0.262  0.10
7 H -0.836 -1.124 0.152  -0.04

Results
**Orbital gap (spin up / spin down)**: 8.61 / 7.99 eV
**Lowest unoccupied orbital energy (spin up / spin down)**: -0.00271 / -0.02705 Ha

Density functional theory data (ωB97M-V/def2-TZVPD) for a structure of composition H3NO2S2 in a non-equilibrium geometry.

Last column: Löwdin charge in e.
Geometry (Å):
1 N -1.305 -1.053 0.146  -0.23
2 O 0.835 -0.920 -1.207  -0.48
3 O 0.386 0.671 0.976  -0.88
4 S 1.728 1.399 0.440  0.66
5 S 0.368 -1.031 0.166  0.86
6 H -1.680 -0.472 0.963  0.08
7 H -1.722 -0.765 -0.780  0.09
8 H 1.389 2.171 -0.705  -0.10

Results
**Orbital gap**: 9.48 eV
**Lowest unoccupied orbital energy**: 0.02041 Ha

Density functional theory data (ωB97M-V/def2-TZVPD) for a cluster of 2 separate species, H3NO2Si in total in a non-equilibrium geometry.

Last column: Löwdin charge in e.
Geometry (Å):
1 O -0.625 0.586 -0.763  -0.44
2 Si 0.271 0.316 0.447  0.67
3 H 0.200 -0.695 1.543  -0.06
4 H 0.792 1.513 0.957  -0.08
5 N 0.596 -0.979 -2.051  -0.02
6 O 1.747 -0.729 -1.762  -0.12
7 H 0.066 -0.314 -2.623  0.06

Results
**Orbital gap (spin up / spin down)**: 8.20 / 8.20 eV
**Lowest unoccupied orbital energy (spin up / spin down)**: -0.04131 / -0.04129 Ha

Density functional theory data (ωB97M-V/def2-TZVPD) for the ion H3NO3P with charge -1 in a non-equilibrium geometry.

Last column: Löwdin charge in e.
Geometry (Å):
1 O -0.119 0.781 -1.379  -0.49
2 P -0.065 0.527 0.138  0.33
3 O 1.325 0.992 0.944  -0.26
4 N -0.238 -0.948 0.647  -0.33
5 O -0.743 -1.875 -0.403  -0.32
6 H -0.973 1.436 0.755  0.00
7 H 1.911 0.401 0.529  -0.01
8 H -1.098 -1.315 -1.232  0.08

Results
**Net charge**: -1
**Orbital gap**: 7.46 eV
**Lowest unoccupied orbital energy**: 0.16231 Ha

Density functional theory data (ωB97M-V/def2-TZVPD) for a structure of composition H3NO3P3 in a non-equilibrium geometry.

Last column: Löwdin charge in e.
Geometry (Å):
1 N -0.180 -1.438 -0.637  -0.57
2 O 0.920 1.701 -0.201  -0.37
3 O -1.456 1.495 -1.288  -0.35
4 O -0.898 0.743 1.171  -0.68
5 P 0.096 -1.330 -2.134  0.43
6 P 0.163 0.033 2.271  0.74
7 P -0.422 1.128 -0.327  0.26
8 H 0.103 -2.911 -2.561  -0.20
9 H 0.763 -0.638 1.137  -0.13
10 H 0.912 1.217 2.569  -0.12

Results
**Net charge**: -1
**Orbital gap**: 7.82 eV
**Lowest unoccupied orbital energy**: 0.14253 Ha

Density functional theory data (ωB97M-V/def2-TZVPD) for a cluster of 2 separate species, H3NO3S2 in total in a non-equilibrium geometry.

Last column: Löwdin charge in e.
Geometry (Å):
1 N -0.555 -1.494 -1.683  -0.27
2 O 1.659 2.183 0.743  -0.43
3 O 1.545 0.608 2.593  -0.44
4 O -1.332 0.307 0.137  -0.52
5 S -0.095 -0.730 -0.131  0.74
6 S 2.063 0.938 1.305  0.77
7 H -1.554 -1.698 -1.678  0.03
8 H -0.171 -0.798 -2.335  0.02
9 H -1.561 0.685 1.048  0.10

Results
**Orbital gap**: 7.85 eV
**Lowest unoccupied orbital energy**: -0.03010 Ha

Density functional theory data (ωB97M-V/def2-TZVPD) for a cluster of 2 separate species, H3NOS in total in a non-equilibrium geometry.

Last column: Löwdin charge in e.
Geometry (Å):
1 N 0.872 -0.199 0.899  -0.37
2 O -0.496 0.382 -1.258  -0.69
3 S 0.367 1.036 -0.172  0.72
4 H 0.007 -0.638 1.293  0.02
5 H 1.297 -1.045 0.283  0.09
6 H -2.048 0.464 -1.045  0.22

Results
**Orbital gap (spin up / spin down)**: 8.17 / 7.54 eV
**Lowest unoccupied orbital energy (spin up / spin down)**: -0.02165 / -0.03856 Ha

Density functional theory data (ωB97M-V/def2-TZVPD) for a cluster of 2 separate species, H3NOS2 in total in a non-equilibrium geometry.

Last column: Löwdin charge in e.
Geometry (Å):
1 N 1.113 1.433 0.224  -0.01
2 O -0.432 -0.946 -0.421  -0.61
3 S -2.264 -2.511 1.092  0.23
4 S -1.260 -2.161 -0.484  0.42
5 H 0.206 1.694 0.447  -0.05
6 H 1.062 0.515 -0.242  -0.04
7 H 1.574 1.977 -0.618  0.06

Results
**Orbital gap**: 7.44 eV
**Lowest unoccupied orbital energy**: -0.08121 Ha

Density functional theory data (ωB97M-V/def2-TZVPD) for a structure of composition H3NOSSi in a non-equilibrium geometry.

Last column: Löwdin charge in e.
Geometry (Å):
1 N -1.079 1.527 -0.386  -0.43
2 O -0.846 -0.869 0.203  -0.70
3 Si 0.737 -0.315 -0.037  0.49
4 S -1.894 0.356 -0.073  0.83
5 H 1.022 -1.430 0.763  -0.06
6 H 1.216 0.645 0.931  -0.07
7 H 0.844 0.086 -1.400  -0.05

Results
**Orbital gap**: 9.67 eV
**Lowest unoccupied orbital energy**: -0.02463 Ha

Density functional theory data (ωB97M-V/def2-TZVPD) for the molecule H3NP2S in a non-equilibrium geometry.

Last column: Löwdin charge in e.
Geometry (Å):
1 P -0.820 0.263 -0.211  0.73
2 N 1.024 0.702 -0.013  -0.68
3 P 2.174 -0.487 -0.169  0.24
4 S 3.888 0.369 0.092  0.02
5 H -0.551 -0.773 -1.104  -0.16
6 H -0.830 -0.609 0.880  -0.15
7 H 1.260 1.668 0.170  0.00

Results
**Orbital gap**: 8.44 eV
**Lowest unoccupied orbital energy**: -0.01693 Ha

Density functional theory data (ωB97M-V/def2-TZVPD) for the ion H3O with charge +1 in a non-equilibrium geometry.

Last column: Löwdin charge in e.
Geometry (Å):
1 O 0.031 -0.080 -0.155  0.36
2 H -0.801 -0.593 0.023  0.23
3 H 0.000 0.815 -0.426  0.16
4 H 0.769 -0.142 0.557  0.25

Results
**Net charge**: +1
**Orbital gap**: 17.23 eV
**Lowest unoccupied orbital energy**: -0.21257 Ha

Density functional theory data (ωB97M-V/def2-TZVPD) for the ion H3O2SSi with charge -1 in a non-equilibrium geometry.

Last column: Löwdin charge in e.
Geometry (Å):
1 O 2.053 -1.540 -0.566  -0.81
2 S 1.580 -1.074 0.782  0.55
3 O 0.654 0.562 0.593  -0.77
4 Si -0.801 0.530 -0.061  0.32
5 H -0.823 -0.325 -1.147  -0.10
6 H -1.693 -0.074 0.836  -0.10
7 H -0.970 1.920 -0.436  -0.08

Results
**Net charge**: -1
**Orbital gap**: 5.80 eV
**Lowest unoccupied orbital energy**: 0.14558 Ha

Density functional theory data (ωB97M-V/def2-TZVPD) for the molecule H3O3P in a non-equilibrium geometry.

Last column: Löwdin charge in e.
Geometry (Å):
1 O 1.195 -0.505 0.295  -0.30
2 P 0.201 0.126 -0.844  0.66
3 O -1.145 -0.665 -0.372  -0.29
4 O -0.093 1.583 -0.194  -0.28
5 H 1.727 -1.275 -0.079  0.09
6 H -1.210 -0.644 0.598  0.05
7 H -0.676 1.380 0.596  0.08

Results
**Orbital gap**: 10.58 eV
**Lowest unoccupied orbital energy**: 0.02304 Ha

Density functional theory data (ωB97M-V/def2-TZVPD) for the molecule H3O3PS in a non-equilibrium geometry.

Last column: Löwdin charge in e.
Geometry (Å):
1 O -1.997 -0.814 0.224  -0.55
2 S -1.095 0.604 -0.044  0.60
3 P 0.880 0.086 0.770  0.59
4 O 1.190 -1.269 -0.069  -0.28
5 O 1.457 1.287 -0.190  -0.40
6 H -2.810 -0.679 -0.296  0.02
7 H 0.582 -1.246 -0.740  -0.04
8 H 1.794 2.031 0.345  0.06

Results
**Orbital gap**: 8.96 eV
**Lowest unoccupied orbital energy**: 0.00574 Ha

Density functional theory data (ωB97M-V/def2-TZVPD) for a cluster of 2 separate species, H3OP in total in a non-equilibrium geometry.

Last column: Löwdin charge in e.
Geometry (Å):
1 O -0.287 1.580 0.682  -0.08
2 P 1.006 -1.874 -0.506  0.44
3 H 0.559 1.194 0.531  -0.02
4 H -0.286 -2.002 -0.899  -0.38
5 H -0.992 1.101 0.192  0.05

Results
**Orbital gap (spin up / spin down)**: 7.44 / 7.35 eV
**Lowest unoccupied orbital energy (spin up / spin down)**: -0.06473 / -0.06729 Ha

Density functional theory data (ωB97M-V/def2-TZVPD) for a cluster of 2 separate species, H3OPS in total in a non-equilibrium geometry.

Last column: Löwdin charge in e.
Geometry (Å):
1 O -0.667 0.211 1.312  -0.71
2 P 0.676 -0.449 -2.052  0.56
3 S 0.040 0.268 2.647  0.74
4 H 0.600 -0.429 -3.449  -0.26
5 H 0.360 0.875 -1.878  -0.27
6 H -1.009 -0.475 3.420  -0.05

Results
**Orbital gap (spin up / spin down)**: 7.41 / 8.58 eV
**Lowest unoccupied orbital energy (spin up / spin down)**: -0.04918 / -0.03672 Ha

Density functional theory data (ωB97M-V/def2-TZVPD) for a cluster of 2 separate species, H3OPS in total in a non-equilibrium geometry.

Last column: Löwdin charge in e.
Geometry (Å):
1 O 0.821 0.289 -0.278  -0.88
2 P -1.413 -0.718 0.186  0.69
3 S 1.438 1.237 0.770  0.68
4 H -0.818 -1.852 0.514  -0.27
5 H -1.391 -1.405 -1.140  -0.15
6 H 1.362 2.450 -0.052  -0.07

Results
**Orbital gap (spin up / spin down)**: 6.54 / 8.45 eV
**Lowest unoccupied orbital energy (spin up / spin down)**: -0.05388 / -0.03001 Ha

Density functional theory data (ωB97M-V/def2-TZVPD) for a cluster of 2 separate species, H3OPS in total in a non-equilibrium geometry.

Last column: Löwdin charge in e.
Geometry (Å):
1 O 3.237 0.946 0.240  -0.57
2 P 2.329 -0.041 -0.280  0.62
3 S -1.134 1.046 0.014  0.40
4 H -0.820 2.068 -0.752  -0.25
5 H 3.316 -1.143 -0.275  -0.06
6 H -2.123 0.369 -0.774  -0.15

Results
**2S+1**: 3
**Orbital gap (spin up / spin down)**: 8.16 / 7.50 eV
**Lowest unoccupied orbital energy (spin up / spin down)**: 0.02427 / -0.09156 Ha

Density functional theory data (ωB97M-V/def2-TZVPD) for a cluster of 2 separate species, H3OS2 in total in a non-equilibrium geometry.

Last column: Löwdin charge in e.
Geometry (Å):
1 O 2.477 2.104 0.161  -0.09
2 H 1.524 2.145 0.197  0.02
3 S -3.145 -0.679 -0.068  -0.55
4 S -1.396 -1.762 -0.317  -0.22
5 H 2.644 1.181 0.539  0.07
6 H -2.104 -2.989 -0.512  -0.23

Results
**Net charge**: -1
**Orbital gap**: 5.55 eV
**Lowest unoccupied orbital energy**: 0.12721 Ha

Record-wise ΔE to the lowest compared entry with this formula, charge and spin values, in kJ/mol: 0.0; 370.2; 25.0; 113.1; 416.2; 287.6; 60.1; 269.3; 26.0; 109.0; 21.3; 15.0; 49.1; 0.0; 265.7; 243.1; 377.3; 386.1; 0.0; 62.3